Version i
{"formula": "H3O4PSi", "method": "the ωB97M-V functional and the def2-TZVPD basis", "species": ["O", "P", "O", "O", "O", "Si", "H", "H", "H"], "positions_angstrom": [[3.539, 1.169, -0.479], [3.279, -0.214, 0.037], [3.419, -1.278, -1.032], [3.750, -0.612, 1.396], [1.442, -0.230, 0.241], [0.344, 0.848, -0.085], [-0.775, 0.230, 0.352], [0.374, 2.247, 0.507], [-0.270, 1.235, -1.525]], "mulliken_charge": [-0.806, 0.910, -0.820, -0.787, -0.197, 0.359, -0.288, -0.194, -0.177], "homo_lumo_gap_ha": 0.2116, "homo_energy_ev": 0.63, "lumo_ev": 6.39, "total_charge": -2, "smiles": "O=P([O-])([O-])O[SiH3]", "multiplicity": 1}

***

Version ii
{"formula": "H3O4PSi", "method": "the ωB97M-V functional and the def2-TZVPD basis", "species": ["O", "O", "O", "O", "Si", "P", "H", "H", "H"], "positions_angstrom": [[2.268, -1.208, 0.639], [0.380, -1.430, 2.245], [1.012, 0.897, 1.554], [-1.209, -0.373, -2.523], [-0.264, 0.158, -0.321], [1.082, -0.549, 1.243], [-1.914, 0.221, -2.218], [-1.410, 0.790, 0.275], [0.054, 1.494, -0.894]], "mulliken_charge": [-0.700, -0.734, -0.630, -0.894, 0.369, 0.683, 0.184, -0.158, -0.120], "homo_lumo_gap_ha": 0.2664, "homo_energy_ev": -0.36, "lumo_ev": 6.88, "total_charge": -2, "multiplicity": 1}

***

If we sort the structures by their calculated energies, the order from most to least stable is version i, version ii.